Below is a single C23H25N3O4S molecule, with properties calculated with ωB97M-V/def2-TZVPD.

Structure (XYZ):
```
56
Properties=species:S:1:pos:R:3:forces:R:3
C -1.7331 -1.7661 -2.3775 -0.2 0.1 0.4
C -2.3241 -2.0009 -0.9916 0.2 -0.4 -0.3
O -2.4843 -0.7995 -0.2641 -0.3 0.5 0.1
C -3.5398 0.0309 -0.5530 0.0 0.1 0.1
C -4.5907 -0.2696 -1.4041 0.2 -0.2 0.1
C -5.6179 0.6419 -1.6001 -0.1 0.1 0.0
C -5.6026 1.8610 -0.9531 -0.1 -0.1 -0.1
C -4.5573 2.1799 -0.1024 0.0 0.1 0.1
C -3.5243 1.2786 0.1038 -0.1 0.0 -0.2
N -2.4297 1.5426 0.9329 -0.1 -0.6 -0.1
C -2.0658 2.7185 1.4909 0.4 -0.1 0.3
O -2.7007 3.7493 1.4733 -0.1 0.3 0.0
C -0.7035 2.6366 2.1779 0.2 0.0 -0.2
S 0.6430 2.4391 0.9649 0.0 0.4 0.0
C 0.7593 0.6897 0.8670 -0.6 0.0 0.6
N -0.0522 -0.0054 1.5887 0.1 0.4 0.1
C 0.0185 -1.3684 1.5385 0.4 -0.5 -0.3
C -0.8386 -2.1316 2.3389 0.1 -0.1 0.0
C -0.7800 -3.5047 2.2812 -0.1 0.1 0.1
C 0.1219 -4.1472 1.4314 0.1 -0.1 -0.1
C 0.9689 -3.4087 0.6371 0.0 0.0 0.0
C 0.9272 -2.0130 0.6836 -0.4 -0.1 0.3
C 1.8171 -1.2167 -0.1479 0.0 0.0 -0.1
O 2.6200 -1.6679 -0.9398 0.0 -0.1 0.0
N 1.6959 0.1721 0.0252 0.0 -0.3 0.0
C 2.5875 1.0266 -0.7311 0.6 0.5 -0.2
C 3.8006 1.4997 0.1013 -0.3 -0.3 0.2
C 4.8774 0.4184 0.2402 0.0 0.2 0.0
C 5.7548 0.6883 -0.9802 -0.1 0.2 0.0
C 5.6672 2.2095 -1.0966 0.4 0.0 -0.1
O 4.4096 2.5935 -0.5578 -0.2 0.0 -0.1
H -1.6121 -2.7162 -2.8899 0.0 -0.1 -0.1
H -2.3797 -1.1221 -2.9691 0.0 0.0 -0.1
H -0.7590 -1.2904 -2.2890 0.1 0.0 0.0
H -3.2740 -2.5439 -1.0557 0.1 0.0 0.1
H -1.6342 -2.5972 -0.3890 -0.1 0.0 0.0
H -4.6265 -1.2121 -1.9271 0.1 -0.1 0.0
H -6.4271 0.3867 -2.2674 -0.1 0.0 -0.1
H -6.4004 2.5704 -1.1075 -0.1 0.1 0.0
H -4.5285 3.1313 0.4011 0.0 0.0 0.0
H -1.7993 0.7522 1.0584 0.0 0.3 0.1
H -0.5036 3.5780 2.6875 -0.1 -0.1 -0.1
H -0.6419 1.7926 2.8630 0.0 0.1 0.0
H -1.5345 -1.6227 2.9865 -0.1 0.1 0.1
H -1.4409 -4.0948 2.8987 -0.1 0.0 0.1
H 0.1519 -5.2256 1.3990 0.0 -0.1 0.0
H 1.6753 -3.8779 -0.0308 0.1 -0.1 0.0
H 2.9322 0.4503 -1.5925 -0.1 0.2 0.1
H 2.0432 1.9094 -1.0757 0.0 -0.1 -0.1
H 3.4363 1.8539 1.0742 0.1 -0.1 -0.1
H 5.4442 0.5729 1.1591 0.0 0.0 0.0
H 4.4601 -0.5846 0.2414 0.0 0.0 0.1
H 5.3308 0.2085 -1.8621 0.0 0.0 0.0
H 6.7776 0.3437 -0.8513 0.0 0.0 0.0
H 6.4599 2.6942 -0.5113 -0.1 0.0 -0.1
H 5.7258 2.5667 -2.1279 0.0 0.0 0.1
```
Forces are in eV/Å.

The calculation puts the HOMO energy at -8.08 eV. The calculation puts the energy relative to the best compared isomer or geometry (same formula, charge and spin) at 20.82 kJ/mol. The calculation puts the strongest force on any atom at 0.83 eV Å⁻¹. Its structure (SMILES) is CCOc1ccccc1NC(=O)CSc1nc2ccccc2c(=O)n1C[C@H]1CCCO1. The calculation puts the frontier orbital gap at 8.3 eV. Its net charge is 0.

The molecule's Mulliken atomic charges, reported in e, are given here: number 1, C, carries -1.102; number 2, C, carries -0.206; number 3, O, carries -0.004; number 4, C, carries 0.690; number 5, C, carries -0.819; number 6, C, carries -0.813; number 7, C, carries -0.724; number 8, C, carries -0.423; number 9, C, carries 0.430; number 10, N, carries 0.121; number 11, C, carries 0.789; number 12, O, carries -0.655; number 13, C, carries -0.840; number 14, S, carries -0.055; number 15, C, carries 0.575; number 16, N, carries -0.427; number 17, C, carries -0.032; number 18, C, carries -0.483; number 19, C, carries -0.509; number 20, C, carries -0.711; number 21, C, carries -0.459; number 22, C, carries 0.422; number 23, C, carries 0.331; number 24, O, carries -0.683; number 25, N, carries 0.395; number 26, C, carries -2.227; number 27, C, carries 0.820; number 28, C, carries -0.523; number 29, C, carries -0.640; number 30, C, carries -0.607; number 31, O, carries -0.496; number 32, H, carries 0.409; number 33, H, carries 0.401; number 34, H, carries 0.188; number 35, H, carries 0.420; number 36, H, carries 0.024; number 37, H, carries 0.317; number 38, H, carries 0.392; number 39, H, carries 0.395; number 40, H, carries 0.532; number 41, H, carries -0.006; number 42, H, carries 0.440; number 43, H, carries 0.305; number 44, H, carries 0.465; number 45, H, carries 0.402; number 46, H, carries 0.415; number 47, H, carries 0.481; number 48, H, carries 0.451; number 49, H, carries 0.605; number 50, H, carries 0.377; number 51, H, carries 0.415; number 52, H, carries 0.148; number 53, H, carries 0.236; number 54, H, carries 0.431; number 55, H, carries 0.309; number 56, H, carries 0.310

Below is a molecular structure, C33H32AlFN5O14S at a distorted geometry, with properties calculated with ωB97M-V/def2-TZVPD.

Structure (XYZ):
```
87
Properties=species:S:1:pos:R:3:forces:R:3
C 1.3958 -5.4928 4.4086 -0.8 0.7 1.3
C 1.0279 -4.1115 3.6051 -0.1 0.5 -6.0
O 1.0737 -4.1831 2.2455 -0.2 0.7 8.0
O 0.7072 -2.8052 4.1991 1.0 -4.9 -1.2
C -0.3068 -2.9009 5.2597 -0.5 0.4 2.3
Al -2.2550 -2.8453 4.6186 0.2 1.8 0.3
S -3.2011 -4.9583 4.4238 -2.4 -4.9 4.3
O -2.2073 -6.1045 4.7284 -2.4 3.2 -1.9
O -4.4047 -5.0798 5.4318 3.7 0.7 -4.1
F -3.8961 -5.1230 2.8339 0.9 -0.2 1.8
H 2.0744 -6.2459 3.8174 -1.3 2.1 0.9
H 0.4017 -6.0751 4.6691 1.8 1.4 -0.6
H 1.8757 -5.1745 5.4399 -0.8 -0.8 -2.1
H -0.1519 -1.9396 5.9508 -0.2 -2.0 -1.5
H -0.2006 -3.8234 5.9716 0.4 1.5 -1.3
H -2.4967 -1.9567 3.3197 -0.8 -3.6 -0.3
H -3.1058 -2.1295 5.7873 0.1 -0.6 0.2
C -2.7398 3.5943 1.0183 0.0 -0.2 0.1
C -1.7761 2.6930 0.5631 -0.3 -0.1 0.2
C -1.5956 1.4724 1.2164 -0.1 0.1 0.1
C -2.3924 1.1612 2.3268 -0.5 0.4 -0.8
C -3.3552 2.0674 2.7906 0.0 0.0 0.0
C -3.5247 3.2863 2.1308 0.3 -0.3 -0.1
N -2.2249 -0.1312 3.0023 0.4 0.8 -0.1
O -1.3495 -0.8977 2.5736 0.0 1.9 0.5
O -2.9708 -0.3834 3.9594 1.1 1.7 -0.4
H -2.8807 4.5425 0.5022 0.0 -0.2 0.1
H -1.1673 2.9409 -0.3037 -0.2 -0.3 0.2
H -0.8405 0.7808 0.8492 -0.3 0.1 0.2
H -3.9770 1.8408 3.6542 0.3 -0.2 -0.2
H -4.2716 3.9952 2.4813 0.1 -0.2 0.0
C -1.2598 -4.1344 -1.4189 0.0 0.2 -0.1
C -0.5743 -3.1204 -0.7480 -0.1 0.1 -0.2
C -0.5989 -1.8143 -1.2410 -0.1 0.0 -0.1
C -1.3202 -1.5327 -2.4093 0.0 -0.8 0.4
C -2.0030 -2.5502 -3.0890 0.0 0.0 0.0
C -1.9688 -3.8530 -2.5880 0.2 0.4 0.2
N -1.3709 -0.1569 -2.9184 0.0 0.8 -0.1
O -0.7383 0.7116 -2.2995 -0.9 -1.1 -1.1
O -2.0464 0.0580 -3.9351 0.9 -0.2 1.3
H -1.2424 -5.1501 -1.0276 0.0 0.2 0.0
H -0.0228 -3.3478 0.1617 -0.1 0.1 -0.1
H -0.0595 -1.0353 -0.7065 -0.2 -0.1 -0.2
H -2.5627 -2.3466 -3.9996 0.2 0.2 0.3
H -2.4981 -4.6493 -3.1068 0.1 0.2 0.1
C -1.3417 2.1930 -6.9684 0.0 0.2 0.1
C -1.1906 2.4638 -5.6075 0.0 0.2 -0.2
C -1.5959 3.6955 -5.0899 0.0 0.1 -0.1
C -2.1579 4.6515 -5.9472 0.3 -0.9 -0.3
C -2.3036 4.3851 -7.3152 0.0 0.0 0.0
C -1.8920 3.1508 -7.8218 0.0 0.1 0.4
N -2.6093 5.9385 -5.4047 -0.4 1.0 0.5
O -2.4459 6.1436 -4.1927 -0.2 -0.2 -1.8
O -3.1315 6.7442 -6.1884 0.7 -1.0 1.1
H -1.0294 1.2290 -7.3663 -0.1 0.2 0.1
H -0.7594 1.7128 -4.9490 -0.2 0.3 -0.1
H -1.4715 3.8912 -4.0270 -0.1 0.1 -0.3
H -2.7337 5.1198 -7.9928 0.1 -0.1 0.4
H -2.0038 2.9333 -8.8817 0.0 0.1 0.2
C 1.5230 8.9506 -1.0070 0.0 -0.1 0.0
C 1.5325 8.3417 0.2489 -0.1 -0.2 -0.3
C 1.2149 6.9877 0.3726 0.0 0.0 -0.1
C 0.8922 6.2486 -0.7739 0.2 1.0 -0.1
C 0.8745 6.8592 -2.0349 0.0 0.0 0.1
C 1.1911 8.2146 -2.1457 0.0 -0.2 0.4
N 0.5822 4.8189 -0.6536 -0.2 -1.2 0.3
O 0.5900 4.3198 0.4815 0.2 0.9 -1.8
O 0.3347 4.1922 -1.6938 0.3 0.8 1.4
H 1.7769 10.0052 -1.0991 -0.1 -0.2 0.0
H 1.7908 8.9223 1.1319 -0.1 -0.2 -0.2
H 1.2268 6.5279 1.3584 -0.1 -0.1 -0.3
H 0.6211 6.2986 -2.9323 0.0 0.0 0.4
H 1.1831 8.6970 -3.1207 0.0 -0.2 0.2
C 4.1143 -4.3751 2.2905 0.1 0.1 0.1
C 5.4162 -3.9192 2.5038 0.0 -0.5 -0.2
C 6.5044 -4.7262 2.1661 0.0 0.0 0.0
C 6.2763 -5.9919 1.6086 -0.7 0.5 0.2
C 4.9703 -6.4551 1.4005 0.0 0.1 0.0
C 3.8900 -5.6402 1.7449 0.4 0.0 0.0
N 7.4162 -6.8346 1.2279 0.9 -0.6 -0.3
O 8.5560 -6.3970 1.4454 -1.5 -0.7 -0.3
O 7.1740 -7.9329 0.7073 0.4 1.5 0.7
H 3.2691 -3.7400 2.5502 0.3 -0.2 -0.2
H 5.5829 -2.9326 2.9308 0.0 -0.2 -0.1
H 7.5128 -4.3564 2.3385 -0.2 -0.3 -0.1
H 4.7789 -7.4372 0.9733 0.3 0.2 0.1
H 2.8725 -5.9896 1.5844 0.2 0.2 0.0
```
Forces are in eV/Å.

The calculation puts the HOMO energy at -5.05 eV. The calculation puts the strongest force on any atom at 8.03 eV Å⁻¹. The calculation puts the frontier orbital gap at 5.5 eV. Its net charge is -1.

The molecule's Mulliken atomic charges, reported in e, are given here: number 1, C, carries -0.817; number 2, C, carries 0.541; number 3, O, carries -0.496; number 4, O, carries -0.279; number 5, C, carries -0.352; number 6, Al, carries -0.001; number 7, S, carries 0.973; number 8, O, carries -0.587; number 9, O, carries -0.608; number 10, F, carries -0.340; number 11, H, carries 0.245; number 12, H, carries 0.233; number 13, H, carries 0.327; number 14, H, carries 0.195; number 15, H, carries 0.233; number 16, H, carries 0.135; number 17, H, carries -0.285; number 18, C, carries -0.604; number 19, C, carries -0.053; number 20, C, carries -0.337; number 21, C, carries -0.177; number 22, C, carries -0.393; number 23, C, carries -0.470; number 24, N, carries 1.053; number 25, O, carries -0.515; number 26, O, carries -0.538; number 27, H, carries 0.426; number 28, H, carries 0.432; number 29, H, carries 0.370; number 30, H, carries 0.438; number 31, H, carries 0.348; number 32, C, carries -0.570; number 33, C, carries -0.432; number 34, C, carries -0.254; number 35, C, carries -0.026; number 36, C, carries -0.434; number 37, C, carries -0.393; number 38, N, carries 1.019; number 39, O, carries -0.560; number 40, O, carries -0.598; number 41, H, carries 0.432; number 42, H, carries 0.628; number 43, H, carries 0.420; number 44, H, carries 0.418; number 45, H, carries 0.361; number 46, C, carries -0.530; number 47, C, carries -0.263; number 48, C, carries -0.258; number 49, C, carries 0.009; number 50, C, carries -0.430; number 51, C, carries -0.371; number 52, N, carries 0.988; number 53, O, carries -0.581; number 54, O, carries -0.604; number 55, H, carries 0.380; number 56, H, carries 0.308; number 57, H, carries 0.543; number 58, H, carries 0.426; number 59, H, carries 0.361; number 60, C, carries -0.358; number 61, C, carries -0.479; number 62, C, carries -0.280; number 63, C, carries -0.056; number 64, C, carries -0.117; number 65, C, carries -0.571; number 66, N, carries 1.027; number 67, O, carries -0.568; number 68, O, carries -0.559; number 69, H, carries 0.363; number 70, H, carries 0.363; number 71, H, carries 0.441; number 72, H, carries 0.423; number 73, H, carries 0.365; number 74, C, carries -0.343; number 75, C, carries -0.635; number 76, C, carries -0.213; number 77, C, carries -0.017; number 78, C, carries -0.453; number 79, C, carries -0.354; number 80, N, carries 0.956; number 81, O, carries -0.598; number 82, O, carries -0.590; number 83, H, carries 0.396; number 84, H, carries 0.390; number 85, H, carries 0.422; number 86, H, carries 0.406; number 87, H, carries 0.554